{
  "formula": "C21H64O21",
  "method": "ωB97M-V/def2-TZVPD",
  "elements": ["O", "C", "C", "O", "H", "H", "H", "H", "H", "H", "O", "C", "C", "O", "H", "H", "H", "H", "H", "H", "O", "C", "C", "O", "H", "H", "H", "H", "H", "H", "O", "C", "C", "O", "H", "H", "H", "H", "H", "H", "O", "C", "C", "O", "H", "H", "H", "H", "H", "H", "O", "C", "C", "O", "H", "H", "H", "H", "H", "H", "O", "C", "C", "O", "H", "H", "H", "H", "H", "H", "O", "C", "C", "O", "H", "H", "H", "H", "H", "H", "O", "C", "C", "O", "H", "H", "H", "H", "H", "H", "O", "C", "C", "O", "H", "H", "H", "H", "H", "H", "C", "O", "H", "H", "H", "H"],
  "positions_angstrom": [[2.169344, 17.662918, 29.245511], [2.543155, 18.356462, 30.431216], [1.416649, 18.161482, 31.419669], [1.581963, 18.977534, 32.573871], [2.741867, 17.956293, 28.529620], [3.487683, 17.939581, 30.799028], [2.749313, 19.419435, 30.269177], [1.368077, 17.117444, 31.712857], [0.496225, 18.470970, 30.912218], [1.577731, 19.896891, 32.278706], [8.430434, 16.824899, 27.675069], [8.421413, 16.066473, 28.874644], [9.036289, 14.705800, 28.679940], [10.458794, 14.754739, 28.599711], [9.293426, 17.207422, 27.490525], [8.920827, 16.570764, 29.706066], [7.365784, 15.928866, 29.131302], [8.634435, 14.274902, 27.749186], [8.779309, 13.984689, 29.454382], [10.718335, 15.125119, 27.751508], [1.747863, 22.047386, 31.263768], [2.952570, 22.205657, 30.489123], [2.828969, 21.917934, 29.017848], [2.010020, 22.871796, 28.290236], [1.018195, 22.503601, 30.836271], [3.319653, 23.204093, 30.738805], [3.648819, 21.462575, 30.886323], [2.419919, 20.926524, 28.810024], [3.840950, 21.973733, 28.611361], [1.201302, 22.951714, 28.803995], [9.206453, 20.301190, 25.465326], [8.700825, 20.058900, 24.164735], [9.625288, 19.095739, 23.465970], [9.317471, 19.158771, 22.068488], [8.466738, 20.527815, 26.044828], [7.665291, 19.701703, 24.194085], [8.656805, 20.970030, 23.550632], [9.537236, 18.068099, 23.827714], [10.651692, 19.453534, 23.612022], [9.795838, 18.453493, 21.625354], [6.821610, 21.017200, 26.904951], [5.798454, 20.055768, 27.114064], [6.086933, 19.188845, 28.320680], [5.153075, 18.157396, 28.494559], [6.430116, 21.876842, 26.716243], [4.829178, 20.541216, 27.193227], [5.792532, 19.377337, 26.248585], [6.164621, 19.834026, 29.208955], [7.103880, 18.781832, 28.267769], [5.450797, 17.426612, 27.926661], [6.857192, 22.096225, 30.670756], [6.637026, 22.563806, 32.004055], [6.109071, 21.501469, 32.958722], [5.904825, 22.102891, 34.227848], [7.781403, 21.846137, 30.581402], [7.511362, 23.048075, 32.448207], [5.869778, 23.339992, 31.922812], [6.776367, 20.633643, 32.977691], [5.151545, 21.107021, 32.614997], [6.634094, 21.874654, 34.809165], [5.116165, 19.949416, 23.504639], [4.103826, 19.052075, 23.905868], [2.794371, 19.236373, 23.173478], [2.242744, 20.535494, 23.358308], [4.788098, 20.858900, 23.534025], [4.505249, 18.054554, 23.704145], [3.941192, 19.105396, 24.992898], [2.073659, 18.502826, 23.533657], [2.978078, 19.076196, 22.102659], [2.986437, 21.153421, 23.320624], [7.158012, 16.920877, 34.771350], [6.278692, 17.728059, 33.964907], [6.756480, 17.664768, 32.531453], [5.901027, 18.466802, 31.736375], [6.676890, 16.143006, 35.062936], [5.257451, 17.351946, 34.052748], [6.290555, 18.735035, 34.384478], [6.723250, 16.612441, 32.231216], [7.791802, 18.020678, 32.472086], [5.876833, 18.133358, 30.834170], [4.110609, 22.633970, 22.830076], [4.106583, 23.754070, 23.776813], [3.353437, 23.271768, 24.973944], [4.116404, 22.259732, 25.658878], [4.873519, 22.757273, 22.256080], [5.126092, 24.089993, 23.943886], [3.509037, 24.544705, 23.308740], [2.426059, 22.794956, 24.640975], [3.069210, 24.055134, 25.675933], [4.053303, 22.459035, 26.598015], [8.526354, 25.966414, 27.167772], [7.778713, 24.765201, 27.254938], [6.936036, 24.702149, 28.522378], [6.033853, 23.623636, 28.460057], [8.052783, 26.638296, 27.668678], [7.147031, 24.688230, 26.362646], [8.459363, 23.909166, 27.232680], [6.375403, 25.652617, 28.552802], [7.588670, 24.697978, 29.398336], [6.254810, 23.020664, 29.190343], [5.369649, 15.802818, 25.550808], [5.591760, 15.829188, 26.966062], [5.788652, 14.899409, 25.107788], [4.303625, 15.894380, 25.369256], [5.845672, 16.661199, 25.058974], [6.544558, 15.736605, 27.081426]],
  "forces_ev_per_angstrom": [[-0.210, 0.404, -0.126], [0.673, -0.652, -0.127], [-0.070, 1.022, -0.185], [0.208, -0.289, 0.107], [0.232, -0.127, 0.082], [-0.137, 0.024, 0.231], [-0.319, 0.030, -0.115], [-0.158, -0.001, 0.190], [-0.113, -0.422, -0.040], [-0.022, 0.032, 0.029], [-0.138, 0.039, -0.185], [-0.180, -0.323, 0.375], [0.304, -0.474, -0.824], [-0.102, 0.038, 0.198], [0.050, 0.014, 0.137], [-0.021, 0.169, -0.078], [0.033, 0.124, 0.071], [-0.021, 0.093, 0.074], [0.065, 0.289, 0.319], [-0.053, -0.053, -0.046], [0.093, -0.554, -0.369], [-0.357, -0.155, 0.848], [-0.477, 0.652, -0.612], [0.652, -0.304, 0.633], [-0.015, 0.112, 0.085], [0.333, 0.021, -0.562], [0.022, 0.117, 0.111], [0.134, -0.121, 0.274], [-0.061, 0.074, -0.098], [-0.206, 0.111, -0.312], [0.153, -0.124, 0.015], [-0.482, 0.147, -0.009], [0.268, 0.268, -0.617], [-0.093, -0.161, 0.125], [-0.166, 0.112, -0.024], [0.117, -0.211, 0.026], [0.218, 0.046, 0.158], [-0.064, 0.047, 0.189], [-0.020, -0.162, 0.216], [-0.010, 0.033, -0.037], [0.297, 0.020, 0.356], [0.125, -0.677, -0.700], [1.264, 1.065, 0.769], [-0.088, 0.008, 0.152], [-0.066, -0.007, 0.023], [-0.125, -0.167, 0.015], [-0.288, 0.230, -0.065], [-0.617, -0.145, 0.071], [-0.061, -0.056, -0.441], [-0.443, -0.284, -0.045], [0.236, -0.019, 0.200], [-0.669, 0.459, 0.135], [0.040, -0.261, -0.319], [0.070, -0.121, 0.022], [-0.030, -0.178, -0.074], [0.167, -0.140, -0.212], [0.078, 0.003, 0.040], [0.085, 0.135, 0.181], [-0.003, 0.093, -0.042], [0.011, 0.027, 0.009], [0.100, 0.052, -0.188], [0.088, -0.304, 0.458], [0.184, 0.281, -0.357], [0.177, -0.356, 0.319], [0.101, -0.021, 0.213], [-0.148, 0.007, -0.101], [-0.085, 0.158, -0.080], [-0.085, 0.018, -0.033], [-0.103, -0.130, 0.031], [-0.376, 0.137, -0.290], [-0.126, 0.207, -0.147], [0.179, -0.521, 0.677], [-0.169, 0.032, 0.002], [-0.025, 0.092, -0.017], [0.044, 0.023, -0.016], [-0.054, 0.130, -0.212], [0.029, 0.104, -0.225], [0.094, 0.042, -0.112], [0.018, -0.099, 0.020], [-0.069, -0.038, -0.138], [0.539, 0.672, 0.549], [-0.864, -0.428, -1.090], [0.056, -0.744, 0.698], [0.055, 0.407, -0.037], [-0.091, -0.165, -0.159], [0.026, -0.002, 0.345], [0.250, 0.162, 0.097], [-0.024, 0.165, -0.127], [0.184, 0.254, -0.166], [-0.054, -0.002, 0.004], [0.163, -0.092, 0.313], [0.047, -0.275, -0.197], [-0.068, 0.857, -0.731], [-0.008, -0.213, 0.242], [0.041, 0.106, -0.098], [-0.249, -0.122, 0.164], [0.148, 0.167, -0.034], [-0.113, -0.184, 0.182], [-0.059, -0.282, 0.091], [-0.024, -0.076, -0.012], [0.320, 0.529, -0.029], [0.140, -0.026, -0.261], [-0.253, -0.136, -0.006], [-0.082, -0.269, 0.086], [0.023, -0.060, 0.133], [0.084, 0.076, 0.036]],
  "homo_lumo_gap_ev": 9.8,
  "total_charge": 0,
  "de_lowest_ev": 0.122,
  "homo_ev": -9.659,
  "smiles": "OCCO.OCCO.OCCO.OCCO.OCCO.OCCO.OCCO.OCCO.OCCO.OCCO.CO"
}

=====

{
  "formula": "C8H17BrClN2O",
  "method": "ωB97M-V/def2-TZVPD",
  "elements": ["C", "C", "C", "C", "C", "C", "C", "C", "N", "N", "O", "Cl", "Br", "H", "H", "H", "H", "H", "H", "H", "H", "H", "H", "H", "H", "H", "H", "H", "H", "H"],
  "positions_angstrom": [[1.544573, 1.662463, -0.451091], [-0.101933, 1.296402, 1.270190], [0.696729, 2.319136, 1.585405], [-1.728741, 0.226173, 2.835388], [-0.447683, -1.266292, -3.397359], [-1.551109, 1.221423, 1.717399], [0.563136, -0.664089, 0.218336], [0.586729, -1.361533, -1.142662], [1.736472, 2.486854, 0.761817], [0.394368, 0.806017, -0.013393], [-0.330139, -0.777280, -2.084402], [0.538690, 3.324780, 2.988653], [3.546500, -1.358664, 2.326765], [1.155615, 2.333542, -1.245096], [2.434193, 1.261501, -0.838939], [4.192767, -1.213072, 3.480695], [-2.356056, -0.575336, 2.463279], [-2.262200, 0.727580, 3.663345], [-0.748200, -0.200305, 3.231807], [-1.344163, -0.637203, -3.833872], [-0.712868, -2.287388, -3.410549], [0.532036, -1.129435, -3.831728], [-1.611583, 2.178497, 2.145949], [-2.293669, 0.980763, 0.869935], [1.536222, -0.575132, 0.803693], [-0.286022, -0.943405, 0.844140], [1.640947, -1.269977, -1.434362], [0.312155, -2.403297, -1.122583], [2.579221, 2.651010, 1.243854], [-0.445118, 0.769989, -0.694317]],
  "forces_ev_per_angstrom": [[-1.726, 2.797, 0.887], [-1.187, 2.499, -0.325], [-0.877, -0.356, 1.628], [0.199, -0.787, 1.214], [-1.115, 1.948, -0.239], [0.949, -1.724, -1.421], [1.156, 0.597, -0.034], [0.519, -0.284, -1.066], [0.515, 0.374, -1.392], [-2.985, -1.948, -1.439], [0.036, 1.439, 2.763], [0.144, -0.483, -0.762], [-1.338, -0.355, -2.496], [0.046, -0.473, 0.372], [0.967, -1.428, -0.046], [1.418, 0.350, 2.545], [-0.024, -0.448, 0.382], [0.263, -0.539, -0.231], [-1.323, 0.607, -0.494], [2.196, -1.277, 0.428], [-0.371, -1.337, -0.024], [-0.046, 0.134, -1.010], [-1.161, 1.399, 0.081], [1.178, 0.918, 1.132], [-1.227, -1.514, -0.701], [0.286, -0.145, 0.022], [-0.136, -0.172, -0.782], [0.295, -0.572, 0.665], [1.581, -0.032, -0.160], [1.769, 0.812, 0.501]],
  "homo_lumo_gap_ev": 9.7,
  "total_charge": 1,
  "de_lowest_ev": 0.000,
  "homo_ev": -12.323
}

=====

{
  "formula": "C15H18O",
  "method": "ωB97M-V/def2-TZVPD",
  "elements": ["C", "C", "C", "C", "C", "C", "O", "C", "C", "H", "H", "H", "H", "H", "H", "H", "H", "H", "H", "C", "C", "C", "C", "C", "C", "C", "H", "H", "H", "H", "H", "H", "H", "H"],
  "positions_angstrom": [[-3.914197, -2.235825, -2.505891], [-2.676482, -2.300166, -1.599972], [-2.183388, -0.934954, -1.169694], [-1.145707, -0.362046, -1.911551], [-0.600625, 0.833233, -1.484116], [-1.279333, 1.599357, -0.540211], [-0.685423, 2.789768, -0.186181], [-2.265804, 1.027624, 0.246051], [-2.698329, -0.271236, -0.069454], [-4.106272, -3.218600, -2.945030], [-3.816915, -1.512228, -3.310929], [-4.851679, -2.075564, -1.966430], [-2.889891, -2.925388, -0.733943], [-1.923173, -2.772729, -2.232429], [-0.713336, -0.905986, -2.737963], [0.332203, 1.273574, -1.764168], [-0.956804, 3.018445, 0.709261], [-2.839964, 1.512581, 1.027183], [-3.505077, -0.661851, 0.523394], [0.716504, -1.370717, 1.779494], [1.851740, -0.434299, 1.422953], [2.960110, -0.919207, 0.732713], [4.155385, -0.212285, 0.680877], [4.160000, 1.131243, 1.059321], [3.110136, 1.567834, 1.851477], [1.941429, 0.843410, 1.991139], [0.871342, -1.603943, 2.831106], [0.849945, -2.288504, 1.218604], [-0.276316, -1.117005, 1.403968], [2.897297, -1.939269, 0.368064], [5.008536, -0.595372, 0.134306], [5.063960, 1.681657, 0.840044], [3.180105, 2.493163, 2.408169], [1.170174, 1.167034, 2.676214]],
  "forces_ev_per_angstrom": [[-0.687, -0.704, 0.298], [-0.474, 0.414, -0.573], [0.010, -0.815, -0.440], [0.215, 0.167, 0.794], [-0.823, 0.718, 0.039], [1.019, -0.383, 1.669], [-0.220, 0.120, -0.216], [-1.022, -0.918, -0.726], [0.257, 1.053, -0.343], [0.319, -0.014, -0.232], [0.045, 0.109, 0.026], [0.187, 0.571, 0.154], [0.114, -0.110, -0.007], [0.298, -0.107, 0.428], [0.141, -0.108, 0.004], [0.388, -0.059, -0.842], [-0.035, 0.044, -0.117], [0.483, 0.441, 0.075], [-0.147, -0.452, 0.082], [0.632, -0.287, -1.150], [-0.102, 0.359, 0.106], [0.061, -0.581, 0.697], [-0.732, 0.925, -1.532], [0.520, -1.338, 0.668], [-0.287, 1.044, -0.063], [0.388, -1.068, 0.122], [-0.878, 0.005, 0.119], [0.445, -0.484, 0.079], [-0.112, 0.761, 0.841], [0.179, 0.032, -0.078], [-0.027, -0.192, 0.098], [-0.104, 0.390, 0.390], [0.064, 0.277, -0.290], [-0.117, 0.191, -0.083]],
  "homo_lumo_gap_ev": 9.2,
  "total_charge": 0,
  "de_lowest_ev": 0.864,
  "homo_ev": -8.416,
  "smiles": "CCc1ccc(O)cc1.Cc1ccccc1"
}

=====

{
  "formula": "C6H10S2",
  "method": "ωB97M-V/def2-TZVPD",
  "elements": ["C", "C", "C", "S", "C", "C", "C", "S", "H", "H", "H", "H", "H", "H", "H", "H", "H", "H"],
  "positions_angstrom": [[1.544602, 1.935535, 0.258261], [0.853805, 0.482951, 0.192322], [1.405111, -0.487239, 1.134530], [-0.867048, 0.884866, 0.783526], [-1.953214, -0.682898, 0.596629], [-2.228937, -1.236201, -0.526929], [-1.292266, -0.606369, -1.605725], [0.568799, -0.271290, -1.592375], [0.963030, 2.631097, -0.407651], [1.820978, 2.106191, 1.294211], [2.354631, 1.837644, -0.520741], [1.940716, -0.141684, 1.973124], [0.594114, -1.275930, 1.266382], [2.159368, -0.989312, 0.325240], [-2.320634, -1.082911, 1.633821], [-2.596861, -2.399141, -0.536105], [-1.345845, -1.200922, -2.532459], [-1.600348, 0.495613, -1.736059]],
  "forces_ev_per_angstrom": [[-0.344, -2.284, -3.812], [-2.751, 2.467, -0.991], [1.165, -4.184, -4.073], [-1.687, -0.873, 0.040], [0.512, 1.780, 6.031], [2.591, -3.257, -2.548], [-1.051, 1.229, -1.504], [-0.068, -0.066, 2.228], [-0.164, -0.119, 1.787], [0.037, 0.709, -0.353], [0.336, -0.036, 1.572], [0.197, 0.452, 1.098], [1.454, 0.813, 0.496], [-0.945, 0.459, 2.618], [0.603, 0.935, -2.074], [0.506, 3.305, -0.384], [-0.173, 0.633, 0.052], [-0.219, -1.965, -0.184]],
  "homo_lumo_gap_ev": 9.4,
  "total_charge": 0,
  "de_lowest_ev": 3.321,
  "homo_ev": -8.667,
  "smiles": "CC1(C)SC=CCS1"
}

=====

{
  "formula": "C2H6N4",
  "method": "ωB97M-V/def2-TZVPD",
  "elements": ["H", "N", "N", "C", "N", "C", "N", "H", "H", "H", "H", "H"],
  "positions_angstrom": [[-2.686313, 1.695856, -0.016013], [-1.717026, 1.371673, 0.114288], [-1.416513, 0.220033, -0.127715], [-0.112703, -0.366247, 0.020442], [-0.116032, -1.709433, 0.059444], [1.019260, 0.357951, 0.109566], [2.099858, 0.945992, -0.036242], [-2.087961, -0.512711, -0.472701], [0.756187, -2.224597, 0.104086], [-0.914120, -2.225849, 0.414145], [2.594911, 1.062264, -0.937775], [2.580457, 1.385070, 0.768480]],
  "forces_ev_per_angstrom": [[-0.291, -0.670, -0.279], [1.407, 0.552, 0.459], [-1.369, -0.566, -0.508], [2.056, 0.121, 0.316], [-0.391, -0.321, -0.082], [-1.846, -0.095, -0.060], [0.824, 0.541, 0.112], [0.008, 0.597, 0.094], [-0.060, 0.077, -0.157], [0.070, 0.075, 0.157], [-0.239, -0.219, 0.124], [-0.169, -0.092, -0.176]],
  "homo_lumo_gap_ev": [7.7, 7.7],
  "total_charge": 2,
  "de_lowest_ev": 3.445,
  "homo_ev": [-19.232, -19.232],
  "smiles": "[H]/N=[NH+]/C(N)=C=[NH2+]"
}